Entry A
{
  "formula": "C2H4NP",
  "method": "ωB97M-V with the def2-TZVPD basis set",
  "homo_lumo_gap_ev": 9.997,
  "lumo_ha": 0.036,
  "symbols": ["C", "P", "C", "N", "H", "H", "H", "H"],
  "coordinates": [[1.32, 0.27, 0.31], [-0.58, 0.34, 0.73], [-1.78, -0.15, -0.55], [-1.57, -1.13, 0.22], [1.48, 1.07, -0.48], [1.76, -0.75, -0.03], [1.61, 0.36, 1.36], [-2.25, -0.02, -1.56]]
}

Entry B
{
  "formula": "C2H4NP",
  "method": "ωB97M-V with the def2-TZVPD basis set",
  "homo_lumo_gap_ev": 9.144,
  "lumo_ha": -0.009,
  "symbols": ["C", "C", "N", "P", "H", "H", "H", "H"],
  "coordinates": [[0.40, -0.62, 0.68], [1.41, -0.61, -0.37], [1.45, -1.17, 1.08], [-1.77, -0.18, 1.28], [1.28, -1.42, -1.07], [1.87, 0.27, -0.90], [-1.77, 0.05, -0.23], [-1.79, 1.28, 1.33]]
}

Stability ranking, top and bottom: entry A is the most stable and entry B is the least stable.

Entry A
{
  "formula": "C4H6N3",
  "method": "ωB97M-V with the def2-TZVPD basis set",
  "homo_lumo_gap_ev": 8.716,
  "lumo_ha": -0.215,
  "charge": 1,
  "symbols": ["C", "N", "C", "N", "C", "N", "C", "H", "H", "H", "H", "H", "H"],
  "coordinates": [[-2.81, -0.09, 0.08], [-1.57, -0.18, 0.06], [-0.34, -0.30, -0.02], [0.73, 1.16, 0.17], [2.00, 0.53, 0.03], [1.88, -0.87, 0.03], [0.68, -1.30, 0.00], [-3.39, -0.15, -0.84], [-3.33, 0.06, 1.01], [0.47, 1.89, -0.47], [2.64, 0.80, 0.88], [2.57, 0.80, -0.88], [0.47, -2.35, -0.05]]
}

Entry B
{
  "formula": "C4H6N3",
  "method": "ωB97M-V with the def2-TZVPD basis set",
  "homo_lumo_gap_ev": 8.053,
  "lumo_ha": -0.257,
  "charge": 1,
  "symbols": ["H", "N", "C", "C", "C", "N", "C", "N", "H", "H", "H", "H", "H"],
  "coordinates": [[-1.48, -0.48, -2.06], [-0.64, -1.09, -1.99], [-0.08, -0.69, -0.88], [-0.98, 0.36, -0.17], [-0.21, 1.26, 0.68], [0.75, 0.85, 1.43], [1.37, -0.27, 1.28], [1.06, -0.88, -0.03], [-1.73, -0.05, 0.43], [-1.55, 0.94, -0.92], [-0.39, 2.30, 0.56], [2.10, -0.59, 1.93], [1.79, -1.66, -0.26]]
}

Entry C
{
  "formula": "C4H6N3",
  "method": "ωB97M-V with the def2-TZVPD basis set",
  "homo_lumo_gap_ev": 8.593,
  "lumo_ha": -0.208,
  "charge": 1,
  "symbols": ["C", "C", "C", "C", "N", "N", "N", "H", "H", "H", "H", "H", "H"],
  "coordinates": [[2.43, 0.45, 0.34], [1.02, 1.09, 0.63], [-0.96, -1.14, -0.07], [-1.42, 0.26, 0.40], [2.25, -0.09, -0.78], [0.78, 0.50, -0.53], [-0.60, 0.03, -0.81], [3.31, 0.74, 0.85], [-0.22, -1.69, 0.48], [-1.88, -1.73, -0.30], [-2.44, 0.41, 0.25], [-1.07, 0.91, 1.14], [-1.20, 0.26, -1.60]]
}

Stability ranking, top and bottom: entry B is the most stable and entry C is the least stable.

Entry A
{
  "formula": "C2H5NO3",
  "method": "ωB97M-V with the def2-TZVPD basis set",
  "homo_lumo_gap_ev": [8.651, 8.649],
  "lumo_ha": [-0.004, -0.004],
  "symbols": ["O", "N", "O", "H", "C", "C", "O", "H", "H", "H", "H"],
  "coordinates": [[0.04, 0.12, 1.77], [1.18, 0.27, 1.24], [1.54, -0.63, 0.41], [1.37, 1.24, 0.93], [-0.22, -0.96, -0.69], [-0.98, 0.07, -0.17], [-0.77, 1.36, -0.57], [-0.48, -1.97, -0.42], [0.28, -0.83, -1.64], [-1.90, -0.06, 0.38], [-0.06, 1.39, -1.23]]
}

Entry B
{
  "formula": "C2H5NO3",
  "method": "ωB97M-V with the def2-TZVPD basis set",
  "homo_lumo_gap_ev": 10.819,
  "lumo_ha": 0.017,
  "symbols": ["O", "C", "N", "C", "O", "H", "H", "H", "O", "H", "H"],
  "coordinates": [[0.55, 2.93, -1.59], [-0.39, 2.28, -1.23], [-0.35, 1.34, -0.12], [0.52, 0.65, 0.80], [1.48, 0.09, 0.50], [-1.20, 1.99, -1.93], [-1.08, 0.67, -0.28], [0.10, 0.48, 1.75], [-0.09, -3.26, 1.00], [0.71, -3.81, 1.06], [-0.27, -3.37, 0.03]]
}

Stability ranking, top and bottom: entry B is the most stable and entry A is the least stable.

Entry A
{
  "formula": "C2H5NO3",
  "method": "ωB97M-V with the def2-TZVPD basis set",
  "homo_lumo_gap_ev": 9.872,
  "lumo_ha": 0.004,
  "symbols": ["C", "N", "C", "O", "O", "O", "H", "H", "H", "H", "H"],
  "coordinates": [[0.86, 0.29, -0.44], [-0.51, 0.66, -0.37], [-0.82, -0.68, 0.30], [-0.67, 1.76, 0.52], [1.18, -0.56, -1.38], [-0.95, -1.66, -0.45], [-0.29, 1.52, 1.39], [0.42, -1.22, -1.44], [1.61, 1.01, -0.13], [0.57, -0.63, 0.79], [-1.40, -0.49, 1.21]]
}

Entry B
{
  "formula": "C2H5NO3",
  "method": "ωB97M-V with the def2-TZVPD basis set",
  "homo_lumo_gap_ev": 10.319,
  "lumo_ha": 0.021,
  "symbols": ["N", "O", "C", "C", "O", "O", "H", "H", "H", "H", "H"],
  "coordinates": [[-2.01, -0.07, 0.03], [-0.75, 0.39, -0.21], [0.17, -0.61, 0.03], [1.71, -0.07, 0.01], [2.60, -0.76, -0.02], [1.81, 1.29, -0.02], [-2.36, 0.50, 1.10], [-2.47, -0.13, -0.79], [0.03, -0.89, 0.80], [0.07, -1.37, -0.77], [1.20, 1.74, -0.16]]
}

Stability ranking, top and bottom: entry A is the most stable and entry B is the least stable.